Below is C37H38BrNO8 in the gas phase, with properties calculated with ωB97M-V with the def2-TZVPD basis set.

The geometry in XYZ format:
```
85
Properties=species:S:1:pos:R:3:forces:R:3
H 1.313093 4.295273 -1.277537 0.1 0.1 -0.2
C 0.499521 -0.938913 -0.900221 -0.1 -0.1 0.1
H 4.579305 3.381122 2.134353 0.0 0.1 0.0
C -0.372025 -5.475544 1.345862 -1.3 0.1 -0.5
O 2.219087 0.343046 -1.909618 0.1 0.1 0.2
C -2.233291 1.530112 -2.901763 0.3 -0.1 -0.1
O 0.043439 -3.624804 4.657224 -0.2 -0.1 -0.2
C 8.470793 2.065490 1.419818 0.1 0.1 -0.1
H 2.546682 4.339578 1.312701 0.0 0.3 -0.2
C 4.862642 1.846658 0.696150 0.0 -0.2 0.2
H 2.229540 1.702345 0.031765 -0.1 -0.1 -0.2
H 7.058716 3.164705 0.252764 -0.1 0.0 -0.1
H 4.438596 0.845540 0.586981 -0.1 0.0 -0.1
C -5.762141 0.532815 0.333967 0.0 -0.3 0.1
C -5.296029 0.566470 -0.970824 0.2 0.4 -0.1
C 1.099420 -1.968376 3.318327 -0.2 0.1 -0.4
O 6.117282 1.699189 1.348612 0.0 -0.1 -0.1
C 1.047819 0.234246 -1.631292 0.1 0.0 -0.2
C 2.999937 3.595136 0.656824 -0.1 -0.5 0.4
H -0.257483 -5.925279 2.332685 0.0 0.1 0.0
H 3.361546 2.123110 2.201365 -0.1 0.1 0.1
H -0.332362 -0.632923 5.080799 -0.1 0.1 -0.3
H -6.495696 1.680252 1.999367 0.0 -0.1 0.0
C 3.937562 2.751643 1.517525 0.2 -0.1 -0.1
H -2.214148 -4.513202 0.916773 -0.1 0.1 0.1
H 0.737687 -1.023681 2.912956 0.1 0.1 0.0
N -0.799784 -1.519289 4.929375 0.2 0.0 0.2
O -1.859540 -1.379851 -3.423095 -0.3 0.0 0.1
H 8.772353 1.038468 1.615103 -0.1 0.0 0.1
C -5.574686 2.957183 -0.986532 -0.1 0.0 0.1
H -0.155119 -7.446378 0.387915 -0.5 -0.2 -0.1
C -1.194032 0.696917 -2.483363 -0.1 0.0 0.0
C 1.487040 3.224179 -1.358187 -0.4 -0.1 0.0
H -1.376970 -3.875340 2.329096 -0.1 0.1 0.0
H 8.328905 2.589404 2.363434 -0.1 0.0 0.1
H 2.083497 -1.035470 0.515063 0.1 0.0 0.0
C -5.193452 1.787404 -1.635456 0.0 0.0 0.1
H 2.053054 -1.755421 3.802067 0.0 -0.1 0.2
H -0.865529 5.066916 -1.309141 0.1 0.1 0.0
C -4.687240 1.897864 -3.038293 -0.2 -0.2 -0.2
H -5.020411 -0.340833 -1.489633 0.0 -0.1 0.1
H -0.673057 -6.102496 -0.789213 -1.2 -0.3 0.1
C -0.705902 -1.480435 -1.330989 0.0 0.1 0.1
H 2.352058 -3.016313 1.921066 0.0 -0.2 0.0
O -0.754728 4.802835 -2.228260 0.0 -0.1 0.0
C -1.321246 -0.793447 -2.510043 0.2 0.0 0.0
H -3.509928 0.968339 -4.537123 0.0 0.0 0.0
Br -0.759830 -4.505468 -3.081635 -0.1 0.0 0.1
H -5.831931 -0.415375 0.849774 -0.1 0.0 0.0
H -1.596380 -1.363574 4.322167 -0.1 0.0 0.1
C -2.465275 -4.292636 -2.147235 -0.3 -0.4 0.0
C 7.218847 2.128651 0.575139 0.2 0.1 0.2
H -3.719927 -0.007834 -3.094920 0.0 -0.1 0.0
H 0.969171 -3.956010 2.485177 0.2 -0.1 0.1
H 4.992737 2.247401 -0.313238 0.1 0.1 0.0
H -3.196056 -3.470476 -0.342218 -0.2 -0.1 -0.1
C 0.216498 2.611666 -1.903133 0.0 0.0 -0.1
H 7.347351 1.499689 -0.312394 -0.1 0.0 -0.1
C 1.140569 -1.467753 0.202258 0.0 0.0 -0.2
C 1.886405 2.732897 0.029422 0.3 0.3 0.2
C -0.848103 3.423627 -2.303439 -0.1 0.1 0.1
H -6.333759 3.840293 0.799479 0.0 0.0 0.1
H 3.585761 4.098560 -0.113567 0.0 0.1 0.0
H -5.493562 3.902182 -1.505308 0.0 0.0 -0.1
O -5.175279 2.690683 -3.809522 0.1 0.2 0.0
O 0.730973 -5.552622 0.513208 0.1 -0.4 0.3
C -2.574648 -3.140783 -1.167452 0.6 0.4 0.0
C -2.028173 2.900110 -2.800241 -0.1 -0.2 -0.1
C 0.094001 -2.467662 4.340422 0.1 0.0 0.3
C -3.540626 1.002629 -3.449423 -0.1 0.1 0.0
C 1.291102 -2.977988 2.158846 0.1 0.6 0.0
C -1.275334 -2.561559 -0.655621 0.0 -0.2 -0.2
C 0.572897 -2.515773 0.911579 -0.1 -0.2 0.1
H -2.813593 3.576684 -3.109764 0.1 0.1 0.0
C -0.465784 -6.424054 0.221484 2.7 0.7 -0.2
C -0.641864 -3.076799 0.486537 0.0 0.2 -0.1
C -1.248729 -4.199863 1.294923 0.6 -0.4 0.3
H 9.287176 2.561930 0.894220 0.0 0.0 -0.1
C -6.042910 2.917738 0.317467 0.1 -0.1 -0.2
H 2.280780 3.074109 -2.090169 0.2 0.0 0.1
C 0.008795 1.237570 -2.014392 -0.1 0.0 0.0
C -6.132387 1.700519 0.981564 0.0 0.3 -0.1
H 1.015598 2.787352 0.687867 -0.1 -0.1 0.0
H -3.098405 -2.354833 -1.708403 -0.2 -0.1 -0.1
O -3.340878 -5.061470 -2.358812 0.2 0.2 0.0
```
Forces are in eV/Å.

Calculated values
**Structure (SMILES)**: CCOCCCCCc1c(O)cc(CC(=O)c2ccccc2)c2c1C(=O)c1cc(CCC(N)=O)c(C[C@H]3CO3)c(CC(=O)Br)c1C2=O
**Total charge**: 0

Mulliken charges in e:
1. H 0.5266
2. C 0.0484
3. H 0.4243
4. C 0.2518
5. O -0.6031
6. C 0.7967
7. O -0.4591
8. C -1.2857
9. H 0.3801
10. C -0.4856
11. H -0.4971
12. H 0.2804
13. H 0.1263
14. C -0.8183
15. C 0.0671
16. C -0.6151
17. O -0.3997
18. C -0.2476
19. C -0.8865
20. H 0.5296
21. H 0.2385
22. H 0.2839
23. H 0.3963
24. C -0.7643
25. H 0.3671
26. H 0.3262
27. N -0.6510
28. O -0.5501
29. H 0.3000
30. C -0.5872
31. H 0.3324
32. C -0.4673
33. C -1.1680
34. H 0.3453
35. H 0.3221
36. H 0.7622
37. C 0.4590
38. H 0.4585
39. H 0.3144
40. C -0.0996
41. H 0.3953
42. H -0.0704
43. C 0.9656
44. H 0.5530
45. O -0.6486
46. C -0.7714
47. H 0.3965
48. Br -0.1595
49. H 0.4159
50. H 0.2705
51. C 0.4792
52. C -0.0984
53. H 0.1982
54. H 0.3327
55. H 0.4649
56. H 0.6130
57. C 0.1904
58. H 0.3073
59. C -0.6876
60. C 0.5137
61. C -0.0355
62. H 0.3934
63. H 0.4718
64. H 0.4100
65. O -0.5690
66. O -0.4268
67. C -0.6458
68. C -0.5420
69. C 0.4679
70. C -0.1166
71. C -1.0237
72. C 0.7789
73. C 0.6956
74. H 0.5854
75. C -0.5142
76. C 0.4279
77. C -1.6671
78. H 0.3814
79. C -0.5678
80. H 0.3838
81. C 0.5267
82. C -0.3839
83. H 0.3823
84. H -0.3046
85. O -0.5210

Below is 10 unconnected molecules or ions with the total composition C12H44O10, with properties calculated with ωB97M-V with the def2-TZVPD basis set.

The geometry in XYZ format:
```
66
Properties=species:S:1:pos:R:3:forces:R:3
H -12.499356 0.230340 5.815969 0.1 0.0 -0.4
C -18.813978 -0.800122 2.307682 0.3 0.0 -0.8
H -12.569939 -2.608372 5.446300 -0.2 0.7 0.4
H -17.738636 0.762528 8.554195 0.0 0.0 0.2
H -14.785523 -0.103120 7.439489 0.3 -0.7 -0.3
H -17.743623 -1.096096 2.341600 -0.7 -0.1 0.0
H -15.554214 0.885497 10.687751 -0.1 0.2 -0.4
O -15.961968 4.998154 6.776225 -0.1 -0.7 -0.4
C -16.737391 2.660532 10.333088 -1.2 -1.4 -0.9
C -18.275184 1.513264 1.204225 0.5 -1.6 -1.2
H -20.016502 0.919734 2.266094 -0.1 0.0 -0.3
O -17.229541 -0.369150 5.972914 0.0 0.0 -0.4
O -15.217044 1.595985 8.756775 -0.7 -0.9 -0.1
H -19.328164 -1.227487 1.437905 0.3 -0.1 0.1
H -16.377548 -0.829853 5.947655 0.3 0.1 0.0
H -20.582886 5.287751 8.125283 -0.7 -0.1 0.2
H -17.849193 0.078567 10.187193 0.2 -0.2 -0.3
H -15.986876 3.376664 10.592245 0.5 0.3 0.6
H -12.395752 0.799721 7.492753 0.3 -0.2 -0.3
H -17.776928 5.434144 8.194284 -0.8 -0.1 -0.2
H -19.418268 7.398190 7.567537 -0.3 0.4 0.0
C -19.608647 6.643278 6.817510 0.3 -1.2 -0.5
H -16.896900 1.490916 5.912729 0.0 -0.3 -0.7
O -14.759110 1.105089 3.564621 -0.5 0.7 -0.3
H -12.988718 -1.363982 8.353177 -0.2 0.0 -0.8
H -20.512017 6.776712 6.238612 -0.4 0.5 0.1
C -18.941761 0.697162 2.267935 -1.2 0.4 0.6
H -18.814388 6.662488 6.064183 0.2 -0.1 0.3
C -13.135019 -1.188513 7.253729 -0.7 -1.9 -0.3
H -15.364623 1.849679 3.739998 0.0 -0.3 0.3
O -18.491997 1.218120 3.497465 0.7 0.6 1.5
H -17.803708 3.371042 3.890315 1.2 0.7 -0.6
O -14.554689 -0.970851 7.028245 0.4 1.0 0.4
O -13.958917 3.501993 5.410867 -0.8 -0.4 0.0
H -18.327431 2.551065 1.443717 0.2 0.7 0.2
O -17.089536 3.988768 3.560903 -1.2 -1.4 0.1
C -12.742116 -2.540260 6.532848 0.2 0.6 1.5
H -14.876498 2.473521 8.863140 0.5 0.8 0.0
C -16.127712 1.340141 9.852827 0.3 -0.6 0.3
H -14.671145 2.826538 5.305027 0.6 0.5 0.2
H -18.627690 3.912136 6.235934 -0.6 0.2 -0.4
H -20.401825 4.236661 5.850060 0.1 -0.6 -0.5
H -17.100352 4.714524 4.177317 0.1 0.5 0.4
H -16.676599 4.353547 6.609123 0.5 0.3 0.1
H -16.154332 2.207320 6.921014 0.5 0.3 -0.4
C -19.687980 5.290844 7.534128 1.0 -0.7 -0.5
C -19.658914 4.029536 6.613187 0.3 1.0 0.8
H -13.505416 -3.253773 6.808354 -0.2 -0.3 -0.1
H -17.282712 3.076003 9.475402 -0.2 0.1 0.3
H -15.215682 4.582377 6.279337 -0.3 0.6 0.5
H -17.454211 2.442220 11.153474 0.5 0.5 -0.4
H -17.249569 1.143421 1.094460 0.2 0.5 0.2
H -16.711280 -0.605487 8.941076 0.3 -0.1 0.3
C -12.256567 -0.069168 6.826666 0.6 0.4 0.4
H -18.164100 0.535249 4.105145 -0.1 0.1 -0.4
H -17.664226 -0.713522 6.749915 -0.3 -0.2 0.3
H -11.828990 -2.841812 7.076793 -0.2 -0.1 -0.5
O -18.667493 5.162237 8.500401 1.1 0.1 0.8
H -19.368023 -1.108404 3.193386 0.2 -0.4 0.1
C -17.157708 0.291903 9.360527 -0.2 1.5 0.2
H -14.706528 1.207006 2.607531 0.3 -0.4 -0.1
H -11.218561 -0.472283 6.894640 -0.6 0.7 -0.1
H -19.861795 3.089569 7.155271 -0.2 0.6 -0.1
H -18.695082 1.352051 0.207229 -0.3 0.0 0.1
O -16.325048 2.273048 5.956704 -0.5 -0.3 1.3
H -13.154687 3.055779 5.155054 0.3 -0.1 -0.1
```
Forces are in eV/Å.

Calculated values
**ΔE to the lowest compared entry with this formula, charge and spin**: 10.13 kcal/mol
**Structure (SMILES)**: CC(C)O.CC(C)O.CC(C)O.CC(C)O.O.O.O.O.O.O
**Total charge**: 0

natural (NBO) charges in e:
1. H 0.2228
2. C -0.6338
3. H 0.2168
4. H 0.1983
5. H 0.4935
6. H 0.2107
7. H 0.1600
8. O -0.9925
9. C -0.6442
10. C -0.6198
11. H 0.1495
12. O -0.9792
13. O -0.7683
14. H 0.2165
15. H 0.5166
16. H 0.1665
17. H 0.2209
18. H 0.2143
19. H 0.2106
20. H 0.4856
21. H 0.2236
22. C -0.6380
23. H 0.5054
24. O -0.9508
25. H 0.1544
26. H 0.2104
27. C 0.1029
28. H 0.2059
29. C 0.1184
30. H 0.4843
31. O -0.7684
32. H 0.4918
33. O -0.7807
34. O -0.9926
35. H 0.2337
36. O -0.9618
37. C -0.6296
38. H 0.4870
39. C 0.1087
40. H 0.5049
41. H 0.1898
42. H 0.2093
43. H 0.4700
44. H 0.4691
45. H 0.4882
46. C 0.1113
47. C -0.6262
48. H 0.2146
49. H 0.2270
50. H 0.5082
51. H 0.2236
52. H 0.1962
53. H 0.2201
54. C -0.6421
55. H 0.4930
56. H 0.4811
57. H 0.2038
58. O -0.7527
59. H 0.2139
60. C -0.6354
61. H 0.4667
62. H 0.2160
63. H 0.2130
64. H 0.2050
65. O -1.0020
66. H 0.4842

Results for gap between HOMO and LUMO: 8.5, 10.4 (in eV, following the order of the records).